# 1
{"formula": "C24H29IrN9", "method": "ωB97M-V/def2-TZVPD", "symbols": ["Ir", "C", "N", "C", "C", "N", "C", "C", "C", "C", "C", "C", "N", "C", "N", "C", "C", "C", "C", "C", "C", "N", "H", "H", "H", "H", "H", "H", "H", "H", "H", "H", "H", "H", "H", "H", "H", "C", "C", "C", "C", "N", "N", "C", "H", "H", "H", "H", "H", "H", "H", "H", "C", "N", "C", "C", "N", "H", "H", "H", "H", "H", "H"], "xyz": [[0.12441, 0.28571, 0.29699], [1.37015, 0.61142, 2.85738], [0.12800, -0.03093, 2.30620], [-1.16432, 0.40979, 2.92786], [-2.23457, 0.28325, 1.88582], [-1.89772, 0.29629, 0.60992], [-3.08318, 0.19437, -0.12936], [-3.30445, 0.13634, -1.50540], [-4.61905, 0.04757, -1.91285], [-5.68109, 0.00216, -0.98879], [-5.46800, 0.04939, 0.37292], [-4.14082, 0.15192, 0.77908], [-3.55883, 0.20537, 2.04661], [2.47217, 0.32601, 1.88573], [2.16381, 0.17984, 0.61318], [3.34443, -0.16430, -0.05255], [3.59194, -0.50769, -1.38218], [4.89353, -0.81584, -1.71229], [5.92722, -0.79791, -0.75531], [5.69116, -0.47558, 0.56272], [4.37418, -0.15934, 0.88760], [3.77773, 0.14683, 2.10925], [1.59055, 0.26818, 3.86839], [1.18391, 1.68812, 2.89257], [0.20432, -1.04715, 2.38092], [-1.06389, 1.45685, 3.22299], [-1.38259, -0.17096, 3.82414], [-2.48781, 0.15090, -2.21657], [-4.84642, 0.00723, -2.96938], [-6.69344, -0.07971, -1.35993], [-6.28673, 0.00415, 1.07795], [-4.05033, 0.19324, 2.92904], [2.80280, -0.54299, -2.12302], [5.13341, -1.08137, -2.73276], [6.93068, -1.05622, -1.06414], [6.48203, -0.48107, 1.30017], [4.24825, 0.23238, 2.99828], [-2.30274, 4.88850, -1.43063], [-1.14768, 3.99159, -1.19919], [0.20460, 4.13667, -1.54875], [0.84293, 2.99133, -1.16813], [-0.07393, 2.10982, -0.57930], [-1.27039, 2.80214, -0.63548], [2.27822, 2.68042, -1.35340], [-2.05778, 5.90214, -1.11444], [-3.19552, 4.55288, -0.90653], [-2.51652, 4.92483, -2.50098], [0.64961, 4.99546, -2.02330], [-2.11602, 2.38644, -0.27814], [2.70265, 3.37221, -2.07719], [2.42234, 1.67112, -1.72386], [2.83197, 2.79018, -0.41902], [-0.93950, -4.47104, -1.84910], [0.04480, -4.01980, -0.84242], [0.93004, -5.03346, -0.23177], [0.13307, -2.78046, -0.51578], [0.17396, -1.64092, -0.28038], [-0.40262, -4.91029, -2.68762], [-1.52604, -3.62302, -2.19093], [-1.59129, -5.21446, -1.39458], [1.43055, -5.58330, -1.02601], [0.32581, -5.71358, 0.36567], [1.67058, -4.54268, 0.39353]], "atomic_forces_ev_per_a": [[-0.53, 1.38, -1.46], [-0.02, 0.20, 0.09], [0.25, -0.89, -0.29], [-0.03, 0.11, -0.01], [0.11, 0.04, 0.12], [-0.27, -0.29, -0.29], [0.08, -0.06, 0.02], [-0.01, 0.01, 0.02], [-0.03, 0.00, 0.01], [0.01, 0.00, -0.01], [0.04, 0.01, -0.04], [-0.05, -0.02, 0.06], [0.05, -0.02, 0.05], [-0.15, -0.03, 0.17], [0.24, 0.01, -0.39], [-0.07, -0.04, -0.03], [0.00, -0.03, 0.02], [0.02, 0.01, 0.01], [0.00, 0.00, -0.02], [-0.05, 0.01, -0.05], [0.04, -0.09, 0.07], [-0.07, 0.03, 0.04], [-0.06, -0.08, 0.00], [-0.06, -0.03, 0.04], [0.04, 0.02, 0.47], [0.06, -0.01, -0.01], [0.06, -0.04, 0.00], [-0.01, 0.03, 0.00], [0.00, -0.02, 0.00], [0.00, 0.01, 0.00], [0.00, 0.01, 0.00], [-0.02, -0.01, -0.01], [0.00, 0.00, 0.02], [0.00, -0.01, 0.00], [0.00, 0.01, -0.01], [0.00, 0.02, 0.00], [0.02, -0.02, 0.00], [0.03, 0.05, 0.00], [0.00, 0.01, -0.14], [-0.14, 0.11, 0.01], [-0.27, -0.30, 0.36], [0.55, 0.73, -0.01], [0.17, -0.25, 0.18], [0.06, -0.04, 0.07], [-0.01, 0.00, 0.00], [0.00, 0.00, 0.01], [-0.01, 0.02, 0.01], [-0.02, -0.04, -0.06], [-0.01, -0.04, -0.07], [0.01, 0.01, 0.02], [0.02, 0.00, -0.04], [-0.01, -0.02, 0.00], [0.05, 0.01, 0.07], [0.12, 0.01, -0.01], [-0.05, 0.05, -0.07], [-0.34, 0.02, -0.07], [0.23, -0.55, 1.16], [-0.02, 0.00, -0.01], [-0.01, -0.01, -0.01], [-0.01, 0.00, -0.01], [0.02, 0.00, 0.01], [0.03, -0.02, 0.01], [0.01, -0.02, 0.01]], "nbo_charge": [1.223, -0.272, -0.462, -0.276, 0.400, -0.523, 0.126, -0.250, -0.172, -0.162, -0.192, 0.087, -0.471, 0.382, -0.506, 0.144, -0.246, -0.172, -0.165, -0.196, 0.095, -0.473, 0.263, 0.253, 0.425, 0.258, 0.266, 0.235, 0.252, 0.258, 0.257, 0.459, 0.230, 0.250, 0.255, 0.254, 0.457, -0.673, 0.329, -0.311, 0.273, -0.459, -0.334, -0.669, 0.278, 0.241, 0.279, 0.276, 0.435, 0.271, 0.237, 0.245, -0.397, -0.416, -0.398, 0.668, -0.561, 0.238, 0.224, 0.236, 0.240, 0.234, 0.222], "spin_multiplicity": 1, "de_lowest_ev": 0.7025, "charge": 3}


# 2
{"formula": "C4H5N3S", "method": "ωB97M-V/def2-TZVPD", "symbols": ["C", "C", "C", "C", "H", "H", "H", "H", "H", "N", "N", "N", "S"], "xyz": [[0.49056, -0.16825, -0.28199], [-3.27960, -0.27396, 0.34405], [0.81032, 1.23517, -0.43591], [1.02865, 2.43629, -0.21657], [2.66149, -2.40306, 0.58035], [3.21032, -0.44707, 0.53258], [-3.68325, -1.28835, -0.13789], [-3.85424, 0.19024, 1.04569], [1.80466, 3.42440, -0.31646], [2.67925, -1.25808, 0.04089], [1.23771, -1.13589, -0.22638], [-2.05570, 0.27487, 0.03121], [-1.05017, -0.58631, -0.95957]], "atomic_forces_ev_per_a": [[-0.47, 3.64, -1.86], [5.47, -1.40, -4.27], [0.78, 2.73, 2.21], [3.00, 0.45, -1.44], [0.57, 5.26, -1.91], [-1.67, -1.86, -0.61], [1.06, 2.22, 1.02], [-1.49, 1.52, 1.62], [-3.14, -3.21, 0.47], [-2.07, -2.60, 1.51], [4.47, -3.73, 1.89], [-5.22, -1.85, 2.38], [-1.30, -1.16, -1.01]], "nbo_charge": [-0.046, -0.077, -0.108, -0.202, 0.406, 0.380, 0.162, 0.177, 0.281, -0.679, -0.209, -0.581, 0.497], "spin_multiplicity": 1, "de_lowest_ev": 7.8051, "charge": 0}


# 3
{"formula": "C7H14O", "method": "ωB97M-V/def2-TZVPD", "symbols": ["C", "C", "C", "C", "H", "H", "H", "H", "H", "H", "H", "H", "C", "C", "C", "O", "H", "H", "H", "H", "H", "H"], "xyz": [[-0.51317, -1.05384, -0.88092], [-1.80732, -1.39685, -0.14903], [-0.30277, 2.35527, 0.71439], [-1.24251, 3.19306, 0.29009], [-0.44514, -1.71894, -1.75085], [-0.59377, -0.03437, -1.27943], [-0.51443, 1.38048, 1.13459], [-2.54929, -1.76581, -0.86600], [-1.67390, -2.17460, 0.60840], [-2.23183, -0.50936, 0.33148], [-0.97888, 4.16106, -0.12367], [-2.29242, 2.92630, 0.34366], [2.01957, -1.19392, -0.97428], [0.78645, -1.16993, -0.10849], [0.89246, -1.26555, 1.22746], [1.02697, 2.65532, 0.64331], [1.52467, 1.84467, 0.85465], [1.96636, -0.41337, -1.74031], [2.93354, -1.02394, -0.39583], [2.10643, -2.16480, -1.47337], [0.02891, -1.25354, 1.88423], [1.86009, -1.37736, 1.70990]], "atomic_forces_ev_per_a": [[0.04, -0.28, 0.08], [-0.21, 0.13, 0.11], [-0.19, 0.21, -0.23], [0.09, -0.07, 0.04], [0.22, 0.15, 0.02], [0.13, -0.11, -0.07], [-0.17, -0.07, 0.01], [0.08, 0.14, 0.15], [0.05, 0.09, -0.11], [0.03, -0.18, 0.08], [-0.01, -0.12, 0.03], [0.21, -0.01, 0.09], [0.10, 0.12, 0.07], [0.11, 0.02, 0.62], [-0.24, 0.14, -0.60], [0.27, -0.56, 0.14], [-0.24, 0.51, -0.10], [-0.02, -0.14, -0.02], [-0.17, -0.10, -0.03], [-0.01, 0.14, -0.07], [-0.01, -0.06, -0.10], [-0.08, 0.07, -0.12]], "nbo_charge": [-0.452, -0.611, 0.137, -0.521, 0.210, 0.226, 0.170, 0.215, 0.211, 0.206, 0.208, 0.208, -0.648, 0.050, -0.457, -0.687, 0.485, 0.217, 0.214, 0.221, 0.199, 0.199], "spin_multiplicity": 1, "de_lowest_ev": 1.6026, "charge": 0}